(1)
The following is a DFT calculation (the ωB97M-V functional and the def2-TZVPD basis) of a molecular structure, C25H28LaN4O3S5.

Element x y z (Å)
La (9.909, 9.955, 10.798)
C (13.178, 9.045, 8.509)
C (12.344, 7.755, 8.091)
S (10.974, 7.206, 9.130)
C (11.863, 6.008, 10.190)
C (11.330, 5.895, 11.592)
S (11.242, 7.417, 12.527)
C (12.983, 7.763, 12.823)
C (13.182, 9.189, 13.326)
S (11.741, 10.195, 13.439)
C (13.633, 14.209, 12.603)
C (14.543, 13.883, 11.657)
S (12.971, 9.483, 10.214)
H (12.855, 9.913, 7.866)
H (14.235, 8.875, 8.301)
H (13.013, 6.899, 7.980)
H (11.956, 7.970, 7.074)
H (12.916, 6.337, 10.316)
H (11.836, 5.049, 9.625)
H (11.890, 5.210, 12.218)
H (10.305, 5.529, 11.568)
H (13.564, 7.675, 11.866)
H (13.325, 7.006, 13.596)
H (13.856, 9.702, 12.603)
H (13.697, 9.159, 14.327)
H (13.970, 14.455, 13.645)
H (12.532, 14.261, 12.501)
H (15.587, 14.128, 11.813)
H (14.293, 13.291, 10.777)
O (10.415, 13.664, 13.321)
C (9.812, 12.726, 12.746)
N (10.062, 12.361, 11.436)
C (10.446, 13.292, 10.551)
O (10.468, 14.524, 10.769)
C (10.906, 12.871, 9.162)
C (11.436, 13.838, 8.283)
C (11.701, 13.462, 6.966)
C (11.372, 12.174, 6.539)
C (10.858, 11.281, 7.466)
N (10.651, 11.599, 8.752)
C (8.898, 11.932, 13.588)
C (8.359, 12.503, 14.748)
C (7.618, 11.646, 15.583)
C (7.398, 10.326, 15.205)
C (7.878, 9.900, 13.954)
N (8.619, 10.696, 13.191)
H (11.659, 14.809, 8.702)
H (12.090, 14.220, 6.281)
H (11.499, 11.924, 5.485)
H (10.461, 10.324, 7.215)
H (8.627, 13.516, 14.989)
H (7.284, 12.003, 16.552)
H (6.950, 9.613, 15.910)
H (7.791, 8.889, 13.605)
O (8.218, 8.468, 11.147)
N (7.405, 7.864, 10.252)
C (6.912, 6.648, 10.608)
C (6.071, 6.007, 9.730)
C (5.775, 6.570, 8.482)
C (6.283, 7.833, 8.196)
C (7.071, 8.533, 9.101)
S (7.665, 10.105, 8.810)
H (7.136, 6.302, 11.625)
H (5.663, 5.055, 10.066)
H (5.304, 6.033, 7.675)
H (6.040, 8.329, 7.264)

**⟨S²⟩**: 0.75
**Highest occupied orbital energy (alpha / beta)**: -7.24 / -7.21 eV
**Total energy**: -3436.75499 Ha
**Total charge**: 0
**Spin multiplicity**: 2
**Maximum force**: 0.0835 Eh/bohr

These are the Mulliken partial charges, in e, on atoms 1 to 5: 0.594, -0.395, -1.045, 0.151, -0.685

---

(2)
The following is a DFT calculation (the ωB97M-V functional and the def2-TZVPD basis) of 2 unconnected molecules or ions with the total composition C15H28N3O6.

Element x y z (Å)
C (-0.354, 4.309, -3.433)
C (0.017, 2.927, -3.506)
C (-0.890, 1.887, -2.698)
C (-0.344, 0.342, -2.789)
C (1.178, 0.527, -2.314)
C (1.858, -0.784, -1.696)
O (3.297, -0.881, -1.955)
C (3.771, -1.711, -0.866)
O (3.817, -2.958, -0.959)
N (-0.430, -0.218, -4.178)
C (-1.503, -1.218, -4.031)
N (-1.595, -2.349, -4.717)
N (-2.426, -0.758, -2.937)
C (-1.398, -0.420, -1.855)
O (-1.091, -1.726, -1.340)
C (-1.559, -1.727, 0.058)
C (-0.805, -2.864, 0.947)
C (0.273, -2.184, 1.964)
H (0.443, 5.128, -3.421)
H (-1.481, 4.546, -3.364)
H (0.943, 2.620, -4.115)
H (-2.015, 1.970, -2.914)
H (-0.773, 2.162, -1.580)
H (1.785, 0.789, -3.264)
H (1.321, 1.398, -1.593)
H (1.754, -0.693, -0.544)
H (1.371, -1.767, -2.026)
H (4.094, -1.190, 0.103)
H (-0.537, 0.452, -4.952)
H (-0.777, -2.843, -5.106)
H (-2.543, -2.719, -4.924)
H (-2.859, 0.058, -3.404)
H (-2.032, 0.284, -1.194)
H (-2.701, -1.912, 0.065)
H (-1.338, -0.729, 0.595)
H (-0.283, -3.594, 0.244)
H (-1.634, -3.356, 1.581)
H (0.484, -1.101, 1.660)
H (1.263, -2.774, 1.888)
H (-0.046, -2.235, 3.056)
C (-1.698, 1.411, 6.958)
O (-0.959, 0.852, 5.872)
C (0.313, 1.278, 5.795)
O (0.845, 2.059, 6.542)
O (0.889, 0.679, 4.738)
C (2.254, 1.040, 4.532)
H (-2.707, 0.998, 6.922)
H (-1.246, 1.136, 7.914)
H (-1.765, 2.497, 6.861)
H (2.863, 0.751, 5.391)
H (2.344, 2.111, 4.338)
H (2.614, 0.499, 3.656)

**Highest occupied orbital energy**: -12.10 eV
**Relative energy (zero: lowest compared OMol25 entry of this formula, charge and spin)**: 6.3970 eV
**Total energy**: -1203.59370 Ha
**Total charge**: +1
**Spin multiplicity**: 1
**Maximum force**: 0.1016 Eh/bohr

These are the Mulliken partial charges, in e, on atoms 1 to 5: -0.755, -0.154, -0.828, 1.099, -1.039

---

(3)
The following is a DFT calculation (the ωB97M-V functional and the def2-TZVPD basis) of 2 unconnected molecules or ions with the total composition CH2BrF2N.

Element x y z (Å)
C (0.404, 0.269, 0.517)
N (-0.535, -0.756, 0.092)
F (1.426, -0.265, 1.233)
F (-0.238, 1.116, 1.233)
Br (-0.218, -1.439, -1.572)
H (1.071, 0.970, -0.895)
H (-0.328, -1.660, 0.648)

**Highest occupied orbital energy**: -10.02 eV
**Relative energy (zero: lowest compared OMol25 entry of this formula, charge and spin)**: 2.6754 eV
**Total energy**: -2867.68037 Ha
**Total charge**: 0
**Spin multiplicity**: 1
**Maximum force**: 0.0980 Eh/bohr

These are the Mulliken partial charges, in e, on atoms 1 to 5: 0.281, -0.427, -0.247, -0.194, 0.008

---

(4)
The following is a DFT calculation (the ωB97M-V functional and the def2-TZVPD basis) of 2 unconnected molecules or ions with the total composition C19H20NO8PS.

Element x y z (Å)
N (-0.101, -1.118, 1.625)
C (1.307, -1.451, 1.379)
C (2.212, -0.465, 2.097)
O (3.470, -0.559, 1.425)
C (2.373, -0.810, 3.593)
C (2.071, 0.295, 4.586)
P (2.436, -0.458, 6.259)
O (3.558, -1.413, 6.293)
C (0.609, 0.835, 4.662)
O (0.689, 2.264, 4.695)
S (2.023, 2.711, 3.931)
O (1.754, 2.649, 2.539)
O (2.596, 3.875, 4.493)
O (2.877, 1.469, 4.435)
H (-0.304, -1.286, 2.601)
H (-0.708, -1.713, 1.078)
H (1.523, -1.393, 0.316)
H (1.540, -2.470, 1.703)
H (1.818, 0.536, 1.954)
H (4.152, -0.158, 1.963)
H (3.403, -1.120, 3.755)
H (1.767, -1.684, 3.835)
H (1.216, -1.064, 6.610)
H (2.627, 0.660, 7.093)
H (-0.096, 0.452, 3.930)
H (0.167, 0.570, 5.626)
C (-2.048, 2.278, -0.864)
C (-2.615, 3.098, -1.834)
C (-2.773, 2.637, -3.131)
C (-2.357, 1.355, -3.465)
C (-1.773, 0.539, -2.494)
C (-1.629, 1.002, -1.195)
C (-1.283, -0.828, -2.827)
O (-0.789, -1.542, -1.979)
C (-1.418, -1.292, -4.238)
C (-0.924, -2.541, -4.588)
C (-1.050, -2.994, -5.890)
C (-1.677, -2.202, -6.846)
C (-2.168, -0.955, -6.504)
C (-2.035, -0.491, -5.202)
C (-2.548, 0.868, -4.861)
O (-3.099, 1.554, -5.695)
H (-1.928, 2.638, 0.149)
H (-2.933, 4.100, -1.578)
H (-3.216, 3.265, -3.890)
H (-1.180, 0.363, -0.445)
H (-0.441, -3.150, -3.837)
H (-0.661, -3.965, -6.162)
H (-1.780, -2.560, -7.862)
H (-2.654, -0.331, -7.240)

**Highest occupied orbital energy**: -9.81 eV
**Total energy**: -2132.23213 Ha
**Total charge**: 0
**Spin multiplicity**: 1
**Maximum force**: 0.0225 Eh/bohr

These are the Mulliken partial charges, in e, on atoms 1 to 5: -0.434, -1.108, 0.733, -0.647, -1.871

---

(5)
The following is a DFT calculation (the ωB97M-V functional and the def2-TZVPD basis) of C2H5NOS in the gas phase.

Element x y z (Å)
C (-1.099, -0.961, 0.121)
C (1.435, 0.796, 0.028)
H (-0.171, -1.629, 0.261)
H (-1.532, -0.560, 1.066)
H (-1.851, -1.564, -0.401)
H (-0.245, 1.874, -0.391)
H (1.876, 1.675, 0.358)
N (0.065, 0.974, -0.043)
O (-0.615, 0.064, -0.759)
S (2.137, -0.669, -0.241)

**Highest occupied orbital energy**: -8.67 eV
**Relative energy (zero: lowest compared OMol25 entry of this formula, charge and spin)**: 3.1550 eV
**Total energy**: -607.29087 Ha
**Total charge**: 0
**Spin multiplicity**: 1
**Maximum force**: 0.0638 Eh/bohr

These are the Mulliken partial charges, in e, on atoms 1 to 5: -0.435, -0.161, 0.187, 0.251, 0.234